A molecular structure, C27H24N6PRuS3, computed with wB97M-V/def2-TZVPD.

As for the spin multiplicity: 6. Its HOMO-LUMO gap (spin up / spin down) is 7.6131 / 6.1688 eV. Its expectation value of S² is 8.763. The calculation puts the lowest unoccupied orbital energy (spin up / spin down) at -0.033 / -1.693 eV. Its charge is 0.

Last column: Löwdin charge in e.
Atoms and positions in Å:
Ru  0.461  0.964  0.144  1.079
C  3.223  4.683  0.877  -0.058
C  2.459  5.698  0.319  -0.053
C  1.152  5.441  -0.051  0.000
C  0.635  4.155  0.106  -0.244
N  1.396  3.188  0.628  -0.012
C  2.640  3.437  1.014  -0.156
C  -0.734  3.753  -0.261  -0.212
C  -1.638  4.641  -0.842  -0.039
C  -2.913  4.226  -1.184  -0.074
C  -3.312  2.923  -0.931  -0.071
C  -2.431  2.043  -0.317  -0.136
C  -1.136  2.429  0.001  -0.181
H  4.244  4.854  1.188  0.104
H  2.877  6.686  0.174  0.110
H  0.546  6.234  -0.462  0.104
H  3.172  2.603  1.458  0.098
H  -1.344  5.662  -1.051  0.099
H  -3.600  4.929  -1.637  0.105
H  -4.299  2.580  -1.211  0.109
H  -2.786  1.049  -0.088  0.049
N  1.479  -4.093  2.799  0.111
C  1.773  -2.974  2.781  -0.378
N  2.189  -1.735  2.791  0.098
C  1.759  -0.642  2.379  -0.409
N  1.478  0.458  2.021  -0.029
C  6.054  0.301  -2.023  -0.067
N  4.736  0.845  -2.284  -0.058
C  3.673  0.674  -1.497  -0.859
N  3.815  -0.088  -0.412  0.145
S  2.213  1.436  -1.937  0.612
H  6.697  0.528  -2.868  0.092
H  6.010  -0.784  -1.908  0.091
H  6.496  0.735  -1.123  0.092
H  4.601  1.451  -3.074  0.119
H  4.677  -0.545  -0.165  0.107
H  3.002  -0.268  0.147  0.030
S  -2.944  -0.956  -2.295  0.204
P  -1.858  -1.786  -0.882  0.072
S  0.136  -1.264  -0.894  0.201
C  -2.604  -1.606  0.789  -0.381
C  -1.958  -1.020  1.866  -0.123
C  -2.580  -0.935  3.103  -0.071
C  -3.864  -1.429  3.263  -0.080
C  -4.524  -2.001  2.184  -0.074
C  -3.898  -2.095  0.952  -0.089
C  -1.780  -3.595  -1.077  -0.408
C  -2.425  -4.226  -2.131  -0.108
C  -2.288  -5.598  -2.291  -0.083
C  -1.509  -6.327  -1.404  -0.087
C  -0.872  -5.695  -0.344  -0.075
C  -1.007  -4.327  -0.176  -0.104
H  -0.958  -0.635  1.751  0.022
H  -2.063  -0.479  3.937  0.107
H  -4.351  -1.370  4.228  0.103
H  -5.535  -2.372  2.295  0.105
H  -4.406  -2.543  0.106  0.105
H  -3.021  -3.639  -2.818  0.061
H  -2.783  -6.097  -3.114  0.101
H  -1.395  -7.395  -1.542  0.101
H  -0.266  -6.265  0.348  0.106
H  -0.510  -3.819  0.642  0.079

2 unconnected molecules or ions with the total composition C15H31FN3O3S in a non-equilibrium geometry, computed with wB97M-V/def2-TZVPD.

Its HOMO-LUMO gap is 9.7249 eV. The calculation puts the lowest unoccupied orbital energy at -2.729 eV. Its charge is +1.

Last column: Löwdin charge in e.
Atoms and positions in Å:
C  -2.376  3.134  -2.621  -0.123
C  -3.843  2.633  -2.239  -0.250
C  -4.252  3.157  -0.781  -0.206
C  -3.353  2.392  0.271  -0.228
C  -3.992  2.281  1.711  -0.209
C  -3.138  1.372  2.714  -0.193
C  -3.818  -0.058  2.834  -0.190
C  -2.902  -1.278  2.429  -0.165
C  -2.093  -1.085  1.089  -0.191
N  -1.105  -2.195  0.996  -0.302
O  0.094  -1.910  1.567  -0.025
S  -0.941  -2.819  -0.603  0.816
O  -1.019  -1.784  -1.673  -0.288
O  0.375  -3.530  -0.653  -0.329
F  -2.066  -4.001  -0.841  -0.155
H  -2.154  2.760  -3.652  0.069
H  -2.355  4.260  -2.575  0.076
H  -1.645  2.753  -1.850  0.061
H  -3.748  1.511  -2.124  0.093
H  -4.589  2.919  -3.022  0.103
H  -3.954  4.243  -0.744  0.108
H  -5.352  3.085  -0.590  0.108
H  -3.173  1.332  -0.083  0.094
H  -2.383  2.954  0.390  0.115
H  -4.083  3.296  2.205  0.114
H  -5.059  1.913  1.630  0.109
H  -3.227  1.870  3.723  0.107
H  -2.047  1.353  2.461  0.096
H  -4.805  -0.115  2.299  0.110
H  -4.068  -0.204  3.927  0.114
H  -2.198  -1.617  3.242  0.121
H  -3.589  -2.160  2.255  0.122
H  -1.605  -0.072  0.987  0.116
H  -2.767  -1.181  0.187  0.130
H  0.314  -0.961  1.477  0.126
C  7.811  -0.906  -0.710  -0.062
C  6.661  -0.236  0.021  -0.160
N  5.389  -0.936  -0.199  -0.053
C  4.594  -1.506  0.773  0.017
C  3.493  -1.997  0.144  0.017
N  3.645  -1.721  -1.196  -0.076
C  4.799  -1.083  -1.386  -0.010
C  2.701  -2.060  -2.258  0.035
H  7.625  -0.949  -1.785  0.075
H  8.736  -0.352  -0.549  0.090
H  7.952  -1.928  -0.355  0.089
H  6.534  0.792  -0.327  0.133
H  6.862  -0.203  1.092  0.129
H  4.910  -1.482  1.801  0.139
H  2.608  -2.509  0.485  0.125
H  5.183  -0.742  -2.334  0.175
H  3.189  -2.726  -2.969  0.111
H  2.390  -1.146  -2.763  0.111
H  1.833  -2.554  -1.829  0.059

A molecular structure, C53H49N13O5Ru in a non-equilibrium geometry, computed with wB97M-V/def2-TZVPD.

As for the spin multiplicity: 2. Its HOMO-LUMO gap (spin up / spin down) is 3.8453 / 7.1365 eV. Its expectation value of S² is 0.799. The calculation puts the energy above the lowest of the compared OMol25 structures with the same formula, charge and spin at 27.3 kcal/mol. The calculation puts the lowest unoccupied orbital energy (spin up / spin down) at 2.216 / 2.210 eV. Its charge is -1.

Last column: Löwdin charge in e.
Atoms and positions in Å:
Ru  -1.105  0.569  0.304  1.198
O  -2.992  1.071  1.217  -0.220
N  -3.487  0.271  2.063  0.002
N  -2.928  -0.867  2.114  -0.225
O  -1.924  -1.244  1.334  -0.245
C  -3.489  -1.857  2.985  -0.178
C  -3.680  -1.568  4.324  -0.011
C  -4.222  -2.542  5.150  -0.082
C  -4.560  -3.786  4.636  -0.091
C  -4.372  -4.054  3.286  -0.069
C  -3.836  -3.087  2.452  -0.014
H  -3.404  -0.593  4.700  0.117
H  -4.374  -2.332  6.201  0.101
H  -4.966  -4.549  5.288  0.099
H  -4.653  -5.017  2.879  0.106
H  -3.693  -3.271  1.396  0.103
C  0.762  -1.727  -4.825  -0.078
N  0.002  -1.356  -3.641  -0.099
C  0.227  -0.396  -2.760  -0.135
N  -0.580  -0.527  -1.718  0.058
C  -1.273  -1.674  -2.016  -0.447
N  -0.968  -2.196  -3.186  0.181
C  1.867  -2.709  -4.505  -0.233
C  1.831  -3.996  -5.029  -0.073
C  2.840  -4.901  -4.685  -0.096
C  3.855  -4.545  -3.826  -0.037
C  3.902  -3.244  -3.284  -0.150
C  2.892  -2.335  -3.652  0.014
C  4.905  -2.847  -2.355  -0.327
N  5.935  -3.509  -1.873  0.063
N  6.554  -2.720  -0.978  0.053
C  5.884  -1.574  -0.925  -0.318
O  4.820  -1.593  -1.802  0.060
C  6.050  -0.435  -0.112  -0.164
C  7.050  -0.334  0.891  -0.050
C  7.096  0.770  1.708  -0.114
C  6.166  1.817  1.586  -0.086
C  5.199  1.741  0.585  -0.249
C  4.209  2.866  0.399  -0.075
N  2.899  2.374  -0.018  -0.106
C  2.208  1.339  0.457  -0.111
N  1.077  1.217  -0.215  -0.010
C  1.135  2.238  -1.116  -0.242
N  2.224  2.958  -1.032  0.140
C  5.148  0.649  -0.257  -0.007
H  1.153  -0.811  -5.269  0.129
H  0.051  -2.181  -5.512  0.120
H  0.968  0.374  -2.892  0.121
H  -2.119  -1.924  -0.176  0.060
H  1.023  -4.294  -5.686  0.099
H  2.809  -5.906  -5.088  0.095
H  4.623  -5.252  -3.542  0.105
H  2.920  -1.335  -3.236  0.108
H  7.753  -1.148  1.008  0.100
H  7.856  0.829  2.479  0.090
H  6.200  2.670  2.254  0.088
H  4.525  3.546  -0.390  0.130
H  4.095  3.448  1.316  0.117
H  2.536  0.710  1.267  0.156
H  0.339  2.454  -1.810  0.114
H  4.402  0.595  -1.038  0.109
O  -0.221  1.296  2.325  -0.041
C  -0.281  2.474  1.931  -0.607
N  0.337  3.540  2.505  0.161
C  -0.057  4.765  1.832  -0.258
C  -0.887  4.157  0.637  -0.423
O  -1.361  4.830  -0.251  0.068
N  -0.952  2.815  0.810  0.084
C  -0.970  5.658  2.660  -0.136
C  -1.416  5.291  3.923  -0.025
C  -2.225  6.147  4.662  -0.087
C  -2.606  7.371  4.138  -0.100
C  -2.189  7.728  2.861  -0.075
C  -1.377  6.880  2.128  -0.015
C  1.184  5.537  1.389  -0.148
C  1.415  5.930  0.079  -0.031
C  2.579  6.616  -0.250  -0.075
C  3.517  6.921  0.722  -0.097
C  3.288  6.537  2.039  -0.089
C  2.130  5.853  2.364  -0.038
H  0.755  3.491  3.417  0.147
H  -1.154  4.324  4.333  0.108
H  -2.558  5.848  5.648  0.099
H  -3.228  8.041  4.717  0.096
H  -2.500  8.673  2.435  0.101
H  -1.061  7.151  1.129  0.120
H  0.690  5.692  -0.688  0.105
H  2.754  6.900  -1.279  0.103
H  4.421  7.455  0.460  0.098
H  4.013  6.771  2.808  0.100
H  1.954  5.564  3.395  0.114
C  0.258  -4.217  -1.363  -0.057
C  -0.942  -4.961  -0.767  -0.349
C  -0.981  -4.755  0.752  -0.055
C  -2.313  -4.676  -1.365  -0.122
C  -3.090  -5.775  -1.726  -0.041
C  -4.383  -5.624  -2.196  -0.083
C  -4.937  -4.359  -2.279  -0.043
C  -4.203  -3.231  -1.923  -0.136
C  -4.913  -1.888  -1.911  -0.351
C  -4.233  -0.752  -2.686  -0.060
C  -5.187  -1.456  -0.464  -0.051
C  -2.885  -3.404  -1.488  -0.139
N  -2.132  -2.246  -1.141  0.116
H  1.176  -4.726  -1.063  0.086
H  0.320  -3.193  -0.994  0.073
H  0.224  -4.193  -2.452  0.065
H  -0.768  -6.025  -0.950  0.121
H  -1.102  -3.698  0.994  0.061
H  -0.044  -5.091  1.201  0.082
H  -1.800  -5.316  1.210  0.075
H  -2.663  -6.768  -1.640  0.107
H  -4.959  -6.491  -2.494  0.098
H  -5.957  -4.236  -2.625  0.106
H  -5.879  -2.065  -2.392  0.120
H  -3.510  -0.219  -2.067  0.059
H  -4.985  -0.025  -3.000  0.077
H  -3.722  -1.120  -3.577  0.078
H  -4.255  -1.150  0.017  0.046
H  -5.632  -2.266  0.117  0.079
H  -5.862  -0.598  -0.438  0.087

The molecular weight results, record by record, are as follows: 660.776 352.496 1049.131 g mol⁻¹.
The DFT total energy results, record by record, are as follows: -3002.59660 -1477.82646 -3231.95772 Ha.